1.
# C12H30O17S

A structure of composition C12H30O17S (wB97M-V/def2-TZVPD, the OMol25 dataset).

Results
HOMO-LUMO gap: 9.27 eV
charge: 0
E_LUMO: -1.13 eV
highest occupied orbital energy: -0.3820 hartree
electronic energy: -58560.8514 eV

```
60
Properties=species:S:1:pos:R:3:mulliken_charge:R:1
H 1.29 1.46 -2.06 -0.12
H -2.13 -2.24 1.11 0.46
O 1.63 4.12 0.71 -0.64
S -0.39 2.11 3.22 1.24
H 3.15 -1.41 -0.80 0.32
H 0.84 -0.52 -1.46 0.73
O 1.63 -5.78 -0.35 -0.49
O 1.14 2.11 -0.15 -0.24
H -0.24 0.91 -1.09 0.81
H -1.32 -0.66 3.19 0.25
H -2.58 -1.41 -0.07 0.23
H -0.07 -2.27 0.36 -0.59
H -0.21 -3.23 2.26 0.32
H -3.33 2.65 0.22 0.56
C -2.29 2.57 0.54 -0.98
H -1.61 -3.08 -0.23 0.24
O -1.63 1.40 3.62 -0.66
H -1.28 2.69 -1.89 0.49
O 0.17 -4.03 -0.61 -0.44
O 3.56 -0.62 -2.75 -0.40
C 2.85 -1.52 -1.84 -0.39
C 2.76 -0.26 -3.73 0.69
H -2.84 3.38 2.43 0.40
H -0.72 -0.17 -1.95 0.33
C 1.36 -1.21 -2.13 0.33
H -2.01 0.62 -2.06 0.35
O -0.73 3.41 2.20 -0.29
O -1.82 -1.59 0.48 -0.76
O 0.61 2.53 4.22 -0.68
O 1.45 -0.62 -3.39 -0.44
H -0.91 -0.99 0.02 0.45
C -0.61 -3.20 0.17 0.85
C 0.62 1.09 2.04 -0.45
H -1.37 -1.09 1.74 0.42
H 0.11 2.88 -3.01 0.43
H -1.56 -4.31 1.69 0.25
O -1.27 0.30 -2.58 -0.82
C 1.05 3.43 -0.13 0.64
H -1.59 2.55 -0.29 0.37
H 2.21 0.21 0.77 0.48
H -2.26 1.56 0.96 0.04
O 0.46 -4.88 1.40 -0.38
H -0.09 0.66 1.34 -0.45
H 1.32 1.77 1.54 0.67
H 0.79 -2.12 -2.28 0.24
O 0.34 3.92 -1.16 -0.35
H -2.21 4.54 1.29 0.41
H 0.32 -0.14 -0.22 -2.16
O 1.47 -0.26 0.39 -0.55
H 3.06 -2.55 -2.12 0.28
C 0.50 1.66 -1.34 0.35
C -0.20 2.80 -1.97 -0.76
C -2.05 3.55 1.70 -0.72
C -0.57 -3.91 1.50 -0.29
O -0.76 -0.85 2.43 -0.46
O 3.12 0.28 -4.76 -0.57
O -0.51 -0.39 -0.62 -0.07
H 1.09 0.28 2.59 0.63
C 0.81 -5.03 0.07 0.60
H 1.46 -1.10 0.84 0.28
```


2.
# C11H12HoN7O4

A structure of composition C11H12HoN7O4 (wB97M-V/def2-TZVPD, the OMol25 dataset).

Results
HOMO-LUMO gap (spin up / spin down): 7.88 / 7.95 eV
2S+1: 5
energy above the lowest of the compared OMol25 structures with the same formula, charge and spin: 22.8 kcal per mole
charge: 0
E_LUMO (spin up / spin down): -0.82 / -0.76 eV
highest occupied orbital energy (spin up / spin down): -0.3197 / -0.3200 hartree
electronic energy: -56019.8074 eV

```
35
Properties=species:S:1:pos:R:3:lowdin_spin:R:1
H 3.24 2.18 -2.21 0.00
C 1.93 -4.54 0.55 0.00
C -0.44 -4.32 -0.06 0.00
C 0.85 -2.36 0.45 0.00
H 2.40 -4.26 1.49 0.00
O 2.29 0.12 -1.40 0.00
H 1.67 -5.60 0.57 0.00
N -7.55 3.13 0.32 0.00
H 2.86 3.79 -1.56 0.00
H -2.44 -4.01 -0.75 0.00
C -6.71 2.34 0.20 0.00
N 0.73 -3.75 0.34 0.00
H 2.65 -4.36 -0.25 0.00
N -3.46 1.02 0.39 -0.01
C 3.00 2.74 -1.31 0.00
C -1.52 -3.58 -0.40 0.00
O -2.26 -1.34 -0.70 0.00
C -1.39 -2.15 -0.29 0.00
H 2.35 4.10 1.30 0.00
Ho -1.30 0.53 0.28 4.02
N -0.27 -1.62 0.28 -0.01
N 1.42 0.93 -0.70 0.00
C -4.61 1.25 0.23 0.00
H 1.37 5.07 0.19 0.00
C 1.35 4.22 0.88 0.00
O 1.96 -1.88 0.66 0.00
N -0.23 2.32 0.41 -0.01
H -0.45 -5.40 -0.10 0.00
O -1.00 2.44 1.46 -0.01
N -5.83 1.40 0.02 0.00
H 0.65 4.45 1.68 0.00
H 3.85 2.65 -0.63 0.00
C 0.91 2.98 0.19 0.01
H 2.22 -0.71 -0.89 0.00
C 1.77 2.19 -0.67 0.00
```


3.
# C4H8FN

An isolated molecule of C4H8FN (wB97M-V/def2-TZVPD, the OMol25 dataset).

Results
HOMO-LUMO gap: 10.39 eV
energy above the lowest of the compared OMol25 structures with the same formula, charge and spin: 28.0 kcal per mole
charge: 0
SMILES: C=C(F)CNC
E_LUMO: 0.98 eV
highest occupied orbital energy: -0.3458 hartree
electronic energy: -8483.8234 eV

```
14
Properties=species:S:1:pos:R:3:mulliken_charge:R:1
H 2.02 1.60 0.20 0.29
N -1.06 -0.82 0.12 -0.39
H 2.94 0.47 -0.90 0.26
H -1.80 -1.09 0.83 0.26
C 0.07 -0.26 0.95 -0.52
F 1.32 -1.53 -0.53 -0.25
H 0.30 -1.00 1.72 0.30
C 2.06 0.63 -0.22 -0.89
C -1.62 0.19 -0.72 -0.79
H -2.67 -0.06 -1.06 0.32
H -0.05 0.70 1.46 0.33
H -1.04 0.28 -1.62 0.26
C 1.16 -0.30 0.00 0.58
H -1.63 1.22 -0.21 0.26
```


4.
# C37H89N3O9

A cluster of 9 separate species, C37H89N3O9 in total (wB97M-V/def2-TZVPD, the OMol25 dataset).

Results
HOMO-LUMO gap: 7.94 eV
energy above the lowest of the compared OMol25 structures with the same formula, charge and spin: 40.0 kcal per mole
charge: 0
SMILES: CC1(C)CCCC(C)(C)N1O.CC1(C)CCCC(C)(C)N1O.CC1(C)CCCC(C)(C)N1O.CC(C)O.CC(C)O.CO.CO.CO.CO
E_LUMO: 0.31 eV
highest occupied orbital energy: -0.2804 hartree
electronic energy: -62702.4160 eV

```
138
Properties=species:S:1:pos:R:3:mulliken_charge:R:1
C -8.33 -25.97 3.59 -1.34
O -8.03 -22.03 8.74 -0.51
H -9.54 -19.89 -3.56 0.44
H -7.52 -26.37 4.20 0.34
H -6.60 -17.79 2.06 0.35
H -9.96 -23.97 -2.95 0.36
H -5.67 -22.20 1.97 0.08
C -3.56 -22.75 1.63 1.73
H -8.04 -18.55 -0.50 0.34
O -5.65 -17.81 4.31 -0.39
H -7.51 -19.67 4.64 0.02
H -2.49 -20.04 3.33 0.14
H -5.51 -23.83 2.02 0.75
C -9.65 -21.94 -3.43 -0.75
H -5.35 -17.86 5.22 0.33
C -11.43 -24.26 5.20 -1.88
H -11.39 -20.05 3.73 0.27
C -5.69 -19.07 3.67 2.21
C -10.18 -25.00 5.68 2.02
H -10.90 -25.65 7.63 0.63
H -0.57 -24.01 3.78 0.30
C -7.57 -20.72 8.38 -0.59
C -10.00 -23.02 -2.43 -1.28
H -4.14 -23.91 4.19 0.36
H -10.67 -25.65 2.45 0.18
H -4.04 -20.62 1.55 -0.63
C -5.51 -23.04 6.44 0.16
C -10.12 -25.01 7.22 -2.09
H -8.74 -21.90 9.38 0.30
C -10.70 -26.66 2.86 -1.21
H -9.91 -28.95 4.16 0.47
H -5.01 -22.11 6.17 -0.21
H -9.20 -25.47 7.60 0.41
H -9.05 -13.29 3.53 0.41
H -8.08 -26.12 2.54 0.50
H -3.89 -16.63 7.85 0.27
H -0.86 -23.45 2.22 0.42
H -1.92 -23.26 0.27 0.37
H -8.10 -24.85 -1.63 0.51
N -3.17 -22.81 3.07 1.19
C -4.66 -16.51 7.09 -0.84
H -6.89 -20.97 -3.05 0.28
H -10.02 -14.51 4.20 0.36
H -8.33 -28.62 4.70 0.39
C -1.94 -20.78 1.35 -0.95
H -1.13 -21.49 5.45 0.47
H -0.75 -20.54 3.15 0.58
H -6.19 -17.47 7.32 0.32
H -8.08 -24.58 5.99 0.17
O -3.41 -24.06 3.58 -0.62
H -6.55 -20.72 7.99 0.12
H -11.74 -26.89 3.06 0.18
H -8.92 -23.19 5.34 0.42
H -11.55 -24.21 4.12 0.25
C -9.61 -20.59 -2.74 -1.48
C -7.89 -23.78 -1.52 -1.55
H -9.42 -23.94 0.91 0.45
C -1.79 -20.80 2.96 -1.22
H -9.35 -24.15 3.23 -0.49
H -6.92 -19.40 -2.29 0.53
H -6.24 -14.75 4.89 0.14
C -3.33 -21.30 1.07 -0.49
H -8.09 -15.25 2.52 0.16
C -7.88 -15.10 3.58 0.75
H 0.29 -22.61 3.18 0.34
H -10.64 -20.42 -2.43 0.49
H -5.12 -23.34 7.42 0.45
O -8.14 -21.56 0.51 1.47
H -10.73 -27.35 6.59 0.39
C -6.49 -20.05 4.57 -0.32
H -11.04 -22.93 -2.10 0.44
H -2.90 -21.43 5.38 0.07
O -11.07 -27.19 5.71 -0.50
C -6.44 -14.65 3.82 -1.05
H -8.73 -21.13 1.13 0.09
H -5.81 -19.32 1.48 0.30
H -7.16 -23.67 -0.72 0.03
H -10.44 -22.01 -4.18 0.43
H -10.89 -23.37 0.00 0.52
H -1.83 -19.76 0.96 0.48
O -8.19 -16.37 4.17 -0.59
H -1.97 -22.97 5.57 0.39
H -5.35 -15.70 7.33 0.34
H -10.23 -24.01 7.64 0.25
C -9.58 -26.88 3.90 1.50
C -9.92 -23.88 -0.06 -2.37
H -9.66 -19.26 -0.04 0.27
H -9.42 -18.39 -1.54 0.43
H -12.40 -24.70 5.45 0.39
H -5.40 -23.09 0.48 0.14
C -8.52 -24.48 3.85 1.02
H -4.66 -19.33 3.41 -1.44
H -5.70 -15.20 3.23 0.28
H -7.67 -23.81 3.72 -0.48
N -8.89 -21.64 -0.62 -0.46
C -10.45 -19.84 3.22 -0.69
H -7.41 -16.93 4.16 0.26
H -3.37 -23.93 -0.28 0.38
O -5.24 -24.21 5.71 -0.47
H -8.77 -28.62 2.90 0.37
H -6.53 -20.85 -1.32 0.21
H -8.22 -20.33 7.59 0.26
H -10.07 -24.93 -0.28 0.38
C -2.02 -22.00 5.08 -1.75
O -5.36 -17.74 6.92 -0.46
H -6.20 -13.61 3.63 0.43
C -8.58 -20.50 -1.55 1.79
C -8.98 -14.19 4.14 -1.57
H -7.36 -19.27 2.25 0.09
C -7.16 -20.46 -2.12 -1.76
H -3.50 -21.34 0.00 0.64
H -10.51 -19.00 2.53 0.32
H -9.32 -21.51 3.10 0.11
H -5.27 -25.04 6.20 0.26
H -7.41 -23.36 -2.41 0.37
H -9.86 -19.57 4.10 0.10
C -0.69 -23.08 3.23 -1.68
O -9.80 -20.91 2.51 -0.45
H -8.71 -22.10 -3.96 0.36
C -9.16 -23.01 -1.16 1.72
H -2.56 -24.71 1.12 0.34
H -6.57 -21.10 4.27 -0.14
H -4.17 -16.26 6.15 0.28
H -8.72 -13.74 5.11 0.35
H -11.38 -23.24 5.57 0.41
H -1.15 -21.39 0.90 0.36
C -6.36 -18.83 2.28 -1.15
H -6.16 -20.05 5.61 0.41
C -2.81 -23.76 0.64 -1.76
C -1.93 -22.17 3.57 1.51
C -8.86 -24.27 5.30 -1.24
H -7.48 -20.10 9.27 0.45
N -10.06 -26.44 5.23 0.44
C -5.06 -22.98 1.51 -2.35
C -8.94 -19.07 -0.84 -1.71
C -9.03 -28.34 3.92 -1.89
H -10.38 -27.31 2.04 0.42
H -6.54 -22.73 6.62 -0.15
```


5.
# H2N5O2

A cluster of 2 separate species, H2N5O2 in total (wB97M-V/def2-TZVPD, the OMol25 dataset).

Results
HOMO-LUMO gap: 9.01 eV
energy above the lowest of the compared OMol25 structures with the same formula, charge and spin: 20.8 kcal per mole
charge: -1
E_LUMO: 5.15 eV
highest occupied orbital energy: -0.1417 hartree
electronic energy: -11573.2677 eV

```
9
Properties=species:S:1:pos:R:3:mulliken_charge:R:1
N -0.30 -1.30 0.50 -0.39
O -1.72 -0.78 -1.30 -0.81
N 0.33 -0.55 1.33 -0.26
H 2.38 -0.43 -0.50 0.00
O -1.28 1.78 -0.44 -0.81
N -0.78 0.78 0.12 0.90
N -1.00 -0.54 -0.30 0.84
H 2.35 0.30 -0.55 -0.01
N 0.01 0.74 1.13 -0.46
```


6.
# HIOS

A cluster of 2 separate species, HIOS in total (wB97M-V/def2-TZVPD, the OMol25 dataset).

Results
HOMO-LUMO gap (spin up / spin down): 7.58 / 7.47 eV
energy above the lowest of the compared OMol25 structures with the same formula, charge and spin: 36.2 kcal per mole
charge: 0
SMILES: O=S.I
E_LUMO (spin up / spin down): -2.09 / -2.11 eV
highest occupied orbital energy (spin up / spin down): -0.3555 / -0.3518 hartree
electronic energy: -20997.2831 eV

```
4
Properties=species:S:1:pos:R:3:mulliken_charge:R:1
S -0.85 -1.33 1.40 0.30
H 0.56 0.70 -0.18 0.12
O -0.05 -1.03 0.18 -0.31
I 0.34 1.66 -1.39 -0.11
```


Look up the electronic energy of the sixth one. -20997.2831 eV


Which value of charge does entry 4 give? 0


Among the records above, which one has the lowest charge? H2N5O2